(1)
ORCA calculation (ωB97M-V/def2-TZVPD) on C22H25FN3O3ReSi as an isolated structure.

The frontier orbital gap (alpha / beta) is 5.653 / 5.143 eV. The multiplicity is 4. Its energy above the lowest of the compared OMol25 structures with the same formula, charge and spin is 11.2 kJ/mol. The expectation value of S² is 3.79. Its total charge is +3.

Element x y z (Å)
Re 0.173637 -0.058243 -0.273036
O 0.271082 -7.783803 0.223665
C -0.896339 -7.127162 0.074382
O -1.906340 -7.718044 -0.130840
C -0.910306 -5.608774 0.153261
C 0.198808 -4.790924 0.320003
C 0.053327 -3.414081 0.358381
C -1.203708 -2.849573 0.234122
C -2.322749 -3.653902 0.047126
C -2.168032 -5.022804 0.018299
N -1.319507 -1.398874 0.250862
C -2.469796 -0.819205 0.377824
C -2.575649 0.626022 0.240169
C -3.753079 1.310420 0.319338
C -3.730937 2.702079 0.151062
C -2.524611 3.335130 -0.067197
C -1.361607 2.580493 -0.125956
N -1.387164 1.247579 0.009780
H 1.022717 -7.216806 0.417741
H 1.196930 -5.198721 0.423372
H 0.925889 -2.795323 0.520906
H -3.319715 -3.251268 -0.109389
H -3.022757 -5.672229 -0.125681
H -3.363612 -1.401880 0.580155
H -4.679645 0.776867 0.503779
H -4.651470 3.271818 0.196105
H -2.466207 4.409720 -0.188624
H -0.396348 3.046577 -0.278143
C -0.761715 1.355801 3.103379
Si 0.842731 0.460621 3.037127
C 0.674548 -1.340438 3.302886
C 1.971279 1.194988 4.269992
N 1.370971 0.669311 1.222933
C 2.407120 1.448692 0.814028
C 3.504742 1.884229 1.623866
C 4.475016 2.698985 1.096730
C 4.415224 3.129788 -0.236651
C 3.368118 2.709296 -1.083814
C 2.457352 1.901947 -0.520849
F 1.385509 1.420570 -1.303245
H -1.097094 1.343135 4.148437
H -1.557838 0.899923 2.504195
H -0.639068 2.404646 2.805508
H 0.368761 -1.503633 4.344150
H 1.635210 -1.848982 3.160409
H -0.076368 -1.819664 2.675972
H 1.415609 1.091919 5.209842
H 2.167511 2.259458 4.118956
H 2.917086 0.659995 4.389992
H 3.584017 1.544718 2.644071
H 5.300998 3.009845 1.722856
H 5.184331 3.782167 -0.634680
H 3.301040 3.009091 -2.126248
O 1.818311 -1.313658 -1.015234
H 1.760680 -1.721493 -1.894672
H 2.759407 -1.161041 -0.833300

Forces on the atoms, in the same order (eV/Å):
Re 0.865 -0.035 0.517
O -0.424 0.286 -0.048
C 0.623 -0.317 0.046
O -0.243 -0.023 -0.032
C 0.002 0.009 0.002
C 0.080 -0.155 -0.005
C 0.203 0.085 0.192
C -0.109 0.377 -0.076
C -0.306 0.040 -0.061
C -0.089 -0.062 0.011
N 0.271 -0.072 -0.210
C -0.295 0.092 0.134
C 0.362 -0.365 -0.083
C -0.516 0.284 0.075
C -0.164 -0.082 0.036
C -0.043 0.154 0.018
C 0.064 -0.311 0.095
N -0.064 0.333 -0.211
H 0.056 0.049 0.033
H -0.032 -0.003 0.013
H -0.061 -0.064 0.073
H 0.173 -0.060 0.004
H 0.038 0.005 -0.011
H 0.028 0.057 -0.006
H 0.045 0.095 -0.014
H 0.027 -0.031 0.009
H -0.012 -0.053 -0.002
H -0.013 -0.033 -0.037
C -0.427 0.219 -0.161
Si -0.156 -0.110 -0.006
C 0.125 -0.436 -0.071
C 0.431 0.244 0.062
N -0.350 -0.302 -0.592
C 0.366 0.234 0.213
C -0.375 -0.270 -0.103
C 0.059 0.184 -0.361
C -0.028 -0.022 0.001
C 0.583 0.455 -0.190
C -0.139 -0.335 0.445
F -0.364 -0.135 -0.122
H 0.040 0.039 -0.138
H 0.137 0.120 0.250
H -0.119 -0.122 0.099
H 0.062 0.024 -0.116
H -0.150 -0.036 0.061
H -0.026 -0.093 -0.008
H 0.080 0.023 0.003
H -0.041 -0.075 0.133
H -0.093 0.047 0.080
H -0.007 0.021 -0.098
H 0.000 0.012 -0.041
H -0.055 -0.059 0.028
H 0.052 -0.007 0.153
O -0.105 0.330 -0.120
H 0.035 -0.159 0.078
H -0.001 0.008 0.063

***

(2)
ORCA calculation (ωB97M-V/def2-TZVPD) on a single C22H25IN2O2 molecule.

The frontier orbital gap is 6.608 eV. The multiplicity is 1.

Element x y z (Å)
C -3.602012 -6.476903 0.172428
C -2.013286 -6.684909 0.641253
C -1.276230 -5.233189 0.300436
C -0.793663 -5.014094 -1.262197
C -0.089034 -3.542619 -1.601082
C 0.151458 -2.364202 -0.438956
C -0.356857 -2.662326 1.104867
C -1.072247 -4.090469 1.504407
N -1.579373 -4.484598 2.874045
C -0.154981 -1.474630 2.218491
O -0.546316 -1.516543 3.501017
C 0.555496 -0.043225 1.733973
C 0.746795 1.151964 2.880939
C 1.381434 2.632586 2.561250
C 1.885570 2.928119 0.994097
C 2.494780 4.428297 0.717057
C 1.429563 5.592011 1.272451
C -0.139394 5.239739 0.953134
I -1.457960 7.016352 0.911949
C 1.752575 1.734713 -0.169936
C 2.326829 2.124337 -1.657422
C 1.215855 3.011919 -2.499399
C 0.270815 2.133040 -3.510299
N -0.947309 3.023855 -3.833277
C 1.073160 0.254208 0.195722
C 0.874232 -0.933576 -0.916967
O 1.224628 -0.878012 -2.210485
H -3.743307 -7.040774 -0.843844
H -3.784379 -5.314709 -0.029918
H -4.337026 -6.808484 1.023694
H -1.477737 -7.556999 0.053827
H -2.008862 -6.909980 1.797418
H -0.960064 -5.861740 -2.073470
H 0.245550 -3.313524 -2.716324
H -2.607110 -4.304306 2.991305
H -1.014584 -4.080610 3.652902
H 0.404001 0.932764 3.981845
H 1.511432 3.473969 3.376997
H 3.503721 4.564339 1.326697
H 2.630935 4.684597 -0.439768
H 1.562880 5.657663 2.434960
H 1.664006 6.615540 0.720426
H -0.551974 4.542779 1.820603
H -0.319798 4.684212 -0.063231
H 2.775464 1.220521 -2.264222
H 3.244853 2.864467 -1.471134
H 1.794735 3.831512 -3.142268
H 0.527697 3.561142 -1.728756
H 0.789761 1.887521 -4.535891
H -0.190621 1.162897 -3.012693
H -1.389134 3.164939 -2.877473
H -1.624965 2.470417 -4.419179

Forces on the atoms, in the same order (eV/Å):
C 0.592 0.596 -0.184
C -0.306 1.410 0.078
C 1.525 1.451 -1.090
C 0.591 3.928 3.911
C -0.977 -0.572 2.853
C -1.429 -2.962 0.404
C -0.330 -1.399 -1.511
C 0.670 0.363 -3.075
N 0.684 1.131 -2.066
C -1.005 0.735 3.737
O 2.161 -0.298 -7.431
C 1.367 2.940 -0.745
C 0.979 0.961 -2.833
C -0.329 -3.669 -3.807
C -1.358 -3.039 1.385
C -0.923 0.214 -0.089
C -0.245 -0.080 -0.422
C 0.451 -1.744 0.656
I 0.812 -0.881 0.067
C -0.725 -0.294 2.685
C 0.458 0.874 0.613
C 0.299 -0.439 -0.560
C -0.942 0.147 0.152
N 0.152 -1.058 1.107
C 0.033 1.801 2.268
C 0.672 -0.781 -4.013
O -1.839 0.152 7.614
H -0.112 1.020 2.091
H 0.354 -2.626 0.446
H 1.393 0.388 -1.892
H -1.142 1.918 1.188
H 0.328 0.624 -2.425
H 0.457 2.121 1.929
H -0.717 -0.430 2.789
H 1.587 -0.055 -0.229
H -0.863 -0.034 -1.183
H 0.694 0.320 -2.538
H -0.373 -2.083 -1.771
H -2.070 -0.372 -1.517
H -0.080 -0.980 2.619
H -0.332 0.266 -2.302
H -0.227 -2.162 1.460
H 0.756 1.568 -2.014
H 0.529 1.236 1.989
H -1.350 1.660 1.389
H -1.975 -1.717 -0.237
H -1.346 -1.759 1.400
H 1.281 -0.992 -1.473
H -0.782 0.342 2.246
H 1.734 1.710 -0.877
H 0.312 -0.183 -1.772
H 0.910 0.735 0.983

***

(3)
ORCA calculation (ωB97M-V/def2-TZVPD) on C22H25MnN4O2 as an isolated structure.

The frontier orbital gap (alpha / beta) is 6.276 / 7.514 eV. The multiplicity is 6. The expectation value of S² is 8.76. Its total charge is -1.

Element x y z (Å)
Mn -0.128178 -1.102320 0.319749
C 3.010353 -1.686807 0.918126
N 2.538915 -0.681936 -0.026593
C 2.944385 0.636018 0.452647
C 2.388959 1.831668 -0.326765
C 0.882115 1.709757 -0.623957
N 0.233798 0.967472 0.429934
C -0.327039 1.652611 1.364540
C -0.799209 1.142073 2.611568
C -1.478879 2.007396 3.486289
C -1.901201 1.602535 4.729727
C -1.633391 0.292289 5.146656
C -0.964331 -0.582812 4.322299
C -0.533356 -0.208365 3.026895
O 0.090146 -1.052188 2.281652
C 3.038059 -0.953245 -1.369611
C 2.336959 -2.144214 -2.020839
C 1.084018 -1.777034 -2.802108
N 0.030658 -1.138053 -2.011364
C -0.898806 -0.632499 -2.743687
C -2.133736 -0.017747 -2.366910
C -2.872919 0.617195 -3.383406
C -4.049040 1.280904 -3.130165
C -4.544282 1.309026 -1.820250
C -3.884853 0.657206 -0.805873
C -2.666230 -0.040560 -1.029358
O -2.098159 -0.658748 -0.073280
H 4.111681 -1.668452 0.999859
H 2.691658 -2.679084 0.604926
H 2.568863 -1.494681 1.895406
H 4.047906 0.707536 0.476662
H 2.591356 0.714378 1.482303
H 2.932204 1.986691 -1.262092
H 2.562641 2.716443 0.291885
H 0.746118 1.181256 -1.566092
H 0.453924 2.716608 -0.733684
H -0.445023 2.734143 1.208686
H -1.665692 3.025714 3.157713
H -2.438628 2.284992 5.376578
H -1.949471 -0.034503 6.130687
H -0.757903 -1.596027 4.643192
H 4.128545 -1.133080 -1.333285
H 2.871433 -0.065503 -1.985253
H 2.059481 -2.878537 -1.265368
H 3.028051 -2.625127 -2.718105
H 0.685566 -2.703576 -3.230071
H 1.364628 -1.127211 -3.645820
H -0.730561 -0.653809 -3.831008
H -2.492837 0.576022 -4.400206
H -4.583660 1.778642 -3.929840
H -5.460891 1.846082 -1.602700
H -4.281892 0.655292 0.201453
N 0.224891 -4.221542 0.200100
C 0.072859 -3.072290 0.278177

Forces on the atoms, in the same order (eV/Å):
Mn -0.190 0.632 -1.253
C 0.026 -0.065 -0.008
N 0.114 0.118 -0.060
C 0.008 0.017 -0.026
C -0.118 -0.195 0.022
C 0.204 0.160 -0.193
N -0.103 1.352 0.595
C 0.244 0.033 -0.672
C -0.263 -0.340 0.611
C 0.074 -0.041 -0.120
C -0.163 0.238 0.103
C 0.196 -0.164 -0.269
C -0.245 0.062 0.499
C 0.293 0.028 -0.435
O -0.069 0.503 1.632
C -0.076 -0.137 0.032
C -0.082 0.146 0.058
C 0.258 -0.170 -0.010
N -0.475 0.344 -0.613
C 0.715 -0.386 0.008
C -0.664 0.406 0.273
C 0.106 -0.054 0.118
C -0.098 0.140 -0.268
C 0.176 -0.164 0.216
C -0.343 0.249 -0.166
C 0.401 -0.208 -0.060
O -0.336 0.097 0.072
H 0.006 0.013 0.000
H 0.028 0.027 0.084
H -0.027 -0.021 -0.006
H -0.013 0.021 0.036
H 0.025 -0.053 0.008
H 0.001 0.030 -0.002
H 0.044 0.006 0.001
H -0.068 -0.032 0.018
H -0.028 -0.057 -0.022
H 0.042 0.054 0.109
H -0.013 0.000 -0.009
H 0.035 0.006 -0.004
H -0.021 -0.013 0.003
H 0.027 -0.016 -0.069
H 0.005 0.072 -0.012
H 0.062 0.010 -0.019
H 0.088 -0.051 -0.059
H -0.017 -0.045 -0.008
H -0.034 0.032 0.025
H -0.045 0.002 0.021
H -0.139 0.011 -0.073
H 0.057 0.028 0.015
H 0.008 -0.028 0.001
H -0.026 -0.023 -0.007
H 0.074 -0.023 0.035
N 0.014 0.091 -0.016
C 0.324 -2.638 -0.133

***

(4)
ORCA calculation (ωB97M-V/def2-TZVPD) on a single C22H25N3O3S2 molecule.

The frontier orbital gap is 8.382 eV. The multiplicity is 1. Its energy above the lowest of the compared OMol25 structures with the same formula, charge and spin is 230.7 kJ/mol.

Element x y z (Å)
C 2.832149 -3.164837 -4.050162
C 2.838370 -2.964115 -2.538226
O 1.534078 -2.877288 -1.997865
C 0.803372 -1.747502 -2.140663
C 1.265859 -0.549162 -2.679021
C 0.454124 0.568589 -2.718834
C -0.855712 0.515576 -2.252203
C -1.324993 -0.696184 -1.738605
C -0.520902 -1.815832 -1.661518
C -0.991463 -3.048823 -0.971285
H -0.546190 -3.950635 -1.384834
H -2.076781 -3.119859 -0.941040
S -0.411620 -3.004443 0.785014
C -1.224924 -1.513090 1.201811
N -2.495168 -1.377945 1.453892
N -2.753473 -0.077837 1.553246
C -1.634893 0.592486 1.354031
N -0.608885 -0.288117 1.136258
C 0.799838 -0.057467 1.038724
H 1.261953 -0.949936 0.606515
H 0.980287 0.797650 0.383774
C 1.422976 0.205744 2.428458
C 1.385266 -1.028075 3.347146
H 2.343469 -1.541222 3.371636
C 0.985749 -0.441314 4.700048
H 0.447472 -1.147237 5.326803
C 0.117434 0.736953 4.268107
H 0.074730 1.547494 4.996826
H -0.907398 0.405986 4.045959
O 0.736085 1.248731 3.100690
H 1.864968 -0.080471 5.234818
H 0.626725 -1.734230 3.005522
H 2.453729 0.547458 2.261459
C -1.610429 2.020379 1.299790
C -2.694956 2.816466 1.559736
C -2.434412 4.183096 1.359468
C -1.161870 4.417535 0.944073
S -0.249381 2.970935 0.800737
H -0.694433 5.354336 0.713262
H -3.162188 4.959146 1.513789
H -3.636329 2.404707 1.870799
H -2.345619 -0.733568 -1.383094
C -1.775908 1.678089 -2.241858
O -2.912595 1.580747 -1.836734
C -1.229032 2.990948 -2.751068
H -0.950464 2.896933 -3.798475
H -1.995420 3.755166 -2.650986
H -0.352658 3.283301 -2.177277
H 0.858918 1.483067 -3.122137
H 2.273486 -0.469079 -3.055203
H 3.433072 -2.085712 -2.259892
H 3.270895 -3.840559 -2.048023
H 3.851762 -3.276688 -4.407930
H 2.371066 -2.319201 -4.554883
H 2.270266 -4.061092 -4.300575

Forces on the atoms, in the same order (eV/Å):
C -0.151 0.086 0.375
C 0.412 -0.079 -0.308
O -0.342 0.038 0.115
C -0.350 0.302 -0.011
C 0.376 -0.351 0.018
C -0.393 0.082 0.114
C 0.152 -0.489 0.091
C 0.137 0.037 -0.216
C 0.167 -0.057 -0.227
C 0.135 -0.036 0.364
H -0.097 -0.032 -0.039
H 0.049 -0.030 -0.086
S -0.254 -0.149 -0.071
C 0.558 -0.396 -0.017
N 0.059 -1.035 -0.015
N -0.262 1.160 0.013
C 0.053 -0.889 0.041
N -0.959 -0.011 0.222
C 0.695 0.407 0.292
H -0.064 0.179 -0.036
H 0.017 -0.198 -0.044
C 0.205 -0.260 -0.370
C -0.042 0.182 0.022
H 0.019 -0.062 -0.045
C -0.061 0.188 -0.135
H 0.004 -0.037 0.072
C -0.173 -0.140 0.366
H -0.034 -0.068 -0.011
H 0.060 0.035 0.012
O 0.118 -0.018 -0.125
H -0.006 -0.006 0.052
H 0.039 -0.008 0.041
H -0.096 -0.095 0.002
C 0.220 1.069 -0.060
C 0.298 -0.428 -0.019
C 0.142 0.248 -0.069
C 0.206 -0.221 -0.132
S -0.607 0.222 0.152
H 0.058 0.221 -0.015
H -0.099 0.151 0.025
H -0.185 -0.101 0.034
H -0.083 -0.017 0.102
C 0.020 0.420 -0.085
O 0.022 -0.040 -0.036
C -0.290 0.066 0.042
H 0.087 0.011 -0.117
H -0.011 -0.007 0.018
H 0.097 0.019 -0.015
H 0.030 0.119 -0.051
H 0.097 -0.032 -0.042
H -0.071 -0.091 0.045
H 0.007 0.178 -0.038
H 0.112 -0.007 -0.069
H 0.003 0.047 -0.082
H -0.025 -0.079 -0.044

***

In order of appearance, max |F| = 1.0; 7.8; 2.7; 1.2 eV Å⁻¹.